74
Properties=species:S:1:pos:R:3:forces:R:3 method="wB97M-V/def2-TZVPD" homo_lumo_gap_ha=0.238 total_energy_ev=-102828.3920 charge=-2 e_above_lowest_kj_mol=20.3 spin_multiplicity=1
Ca 0.35856 -0.55686 -0.37699 0.08 0.31 0.61
O 0.78885 -2.23823 1.04318 0.06 -0.21 -0.12
C 0.35141 -3.44249 1.09732 0.08 -0.03 -0.01
C 0.36138 -4.14006 2.34043 -0.06 -0.02 -0.04
C -0.17812 -5.39620 2.48708 -0.01 -0.01 -0.03
C -0.73411 -6.06892 1.39269 0.00 -0.01 0.05
C -0.69235 -5.45179 0.15781 0.01 0.02 -0.05
C -0.16070 -4.17187 -0.03474 0.00 0.03 0.04
C -0.09195 -3.67623 -1.40788 0.00 -0.01 0.00
N 0.29425 -2.50212 -1.71452 -0.06 0.01 -0.06
N 0.36459 -2.15128 -3.05422 0.09 -0.12 -0.02
C 1.09014 -1.05615 -3.18127 -0.04 -0.19 0.11
O 1.71675 -0.44112 -2.25691 -0.17 0.15 -0.14
C 1.14865 -0.47867 -4.56625 0.04 0.02 -0.02
C 0.52415 -1.08984 -5.65070 0.00 -0.01 -0.02
C 0.57569 -0.50769 -6.90774 0.00 0.01 0.00
C 1.24590 0.69593 -7.09602 0.01 0.01 0.02
C 1.86423 1.31179 -6.01653 0.00 0.00 -0.03
C 1.81665 0.72607 -4.75913 0.00 0.00 0.02
H 0.79134 -3.61306 3.18409 0.01 0.00 0.00
H -0.17538 -5.86643 3.46543 0.00 0.00 0.00
H -1.16860 -7.05418 1.50664 0.00 0.00 0.00
H -1.08220 -5.97228 -0.71309 0.00 0.00 0.00
H -0.35674 -4.37489 -2.20893 0.01 -0.01 0.00
H -0.00546 -2.01703 -5.47993 0.00 0.00 0.00
H 0.08288 -0.98849 -7.74501 0.00 0.00 0.00
H 1.27882 1.15387 -8.07801 0.00 0.00 0.00
H 2.37997 2.25546 -6.15181 0.00 0.00 0.00
H 2.28327 1.19036 -3.89953 0.00 0.00 0.00
F -1.76040 4.63737 5.10697 0.01 0.00 0.00
C -0.67428 3.95924 4.68058 0.01 0.00 0.00
C -0.73767 3.14760 3.56297 -0.03 -0.01 0.00
F -1.89868 3.03712 2.89871 0.02 -0.01 0.00
C 0.38444 2.46024 3.14208 0.13 0.00 0.01
F 0.24435 1.69060 2.04744 -0.04 0.01 0.03
C 1.63318 2.52462 3.78794 -0.13 0.10 0.03
S 3.01824 1.65262 3.25687 0.07 -0.06 -0.04
C 1.63857 3.36722 4.91386 0.03 -0.06 -0.05
F 2.76960 3.52642 5.62494 -0.02 0.01 0.01
C 0.52980 4.06193 5.35174 -0.02 0.03 0.03
F 0.60699 4.85270 6.44335 0.00 -0.01 -0.01
O -3.03508 1.25756 -2.42970 -0.01 0.02 0.00
C -1.99839 0.98521 -1.82357 0.01 0.04 -0.02
O -1.72466 -0.05616 -1.16261 0.01 0.05 -0.16
C -0.88565 2.05634 -1.86436 -0.07 -0.05 -0.06
C -1.01885 3.13693 -2.77225 -0.02 0.03 -0.03
C -0.04453 4.08167 -2.82403 -0.01 -0.01 -0.02
C 1.06537 3.98944 -1.94961 0.00 -0.05 0.05
C 2.10400 4.94762 -1.91316 0.02 0.01 0.01
C 3.13360 4.82023 -1.02239 -0.01 0.01 -0.02
C 3.16899 3.72718 -0.13062 0.00 -0.01 0.01
C 2.18835 2.77659 -0.15895 0.01 -0.02 0.02
C 1.11352 2.88541 -1.06940 0.01 0.06 -0.06
N 0.14112 1.92601 -1.06460 -0.01 -0.03 0.04
H -1.89847 3.15391 -3.39875 0.00 0.00 0.01
H -0.10225 4.91222 -3.52022 0.00 0.00 0.00
H 2.06050 5.78903 -2.59672 0.00 0.00 0.00
H 3.92010 5.56486 -0.99190 0.00 0.00 0.00
H 3.96105 3.63436 0.60170 0.00 0.01 0.00
H 2.21899 1.96301 0.55595 -0.01 -0.01 0.01
F -4.29070 -3.37554 4.97647 -0.06 0.06 0.04
C -3.29545 -3.87308 4.20266 0.03 -0.01 -0.02
F -3.83853 -4.87157 3.49003 -0.02 -0.04 -0.05
F -2.41134 -4.42799 5.05166 0.05 -0.02 0.03
C -2.67743 -2.80924 3.34635 -0.02 0.00 -0.02
C -3.04252 -2.66313 2.02202 0.02 0.00 0.01
C -2.45493 -1.63642 1.29033 -0.07 -0.02 0.11
N -1.55432 -0.80628 1.80927 0.07 -0.03 -0.22
C -1.19723 -0.97120 3.07940 0.00 0.02 0.06
C -1.73808 -1.95060 3.89529 -0.02 0.03 -0.02
H -3.74441 -3.33907 1.55497 0.00 0.01 -0.01
H -2.70150 -1.46808 0.24792 0.00 0.00 0.00
H -0.43458 -0.29858 3.45483 0.02 -0.02 0.00
H -1.41270 -2.05596 4.92108 0.01 0.01 0.00